# 1
A molecular structure, C15H18N4O4S at a distorted geometry, computed with ωB97M-V/def2-TZVPD.

The geometry in ORCA input format:
```
! RIJCOSX wB97M-V def2-TZVPD def2/J DEFGRID3
* xyz 0 1
C -1.58295 -1.78800 -5.42414
H -2.44060 -1.80561 -4.88695
H -1.75493 -1.27118 -6.50546
H -1.12357 -2.65335 -5.63379
S -0.33400 -0.50107 -4.58166
C -1.28409 0.84410 -4.28775
C -0.89934 1.63245 -3.05955
H 0.40496 2.04101 -3.32463
H -1.23083 2.69836 -3.21264
C -0.98370 1.10474 -1.84294
N 0.15985 -0.12446 -1.54979
C 1.21726 0.19314 -0.70401
O 1.10302 1.30050 -0.03964
C 2.09371 -1.08961 -0.80696
H 2.08547 -1.41193 -1.74538
H 2.96957 -0.68371 -0.49576
C 1.53532 -1.95693 0.36164
N 1.45101 -1.31339 1.65789
N 2.70667 -1.13104 2.21283
N 2.59894 -0.55537 3.41773
C 1.53247 0.31806 3.80063
C 1.55525 0.86716 5.04061
C 0.45812 1.61110 5.30163
C -0.82524 1.43973 4.66542
C -0.59807 0.93682 3.37617
C 0.28026 0.11761 2.95630
C 0.13574 -0.60645 1.87978
O -0.52321 -0.99712 1.04797
H -1.82841 0.65273 2.98207
H -1.75015 2.10896 4.89561
H 0.52967 2.32809 6.14512
H 2.49862 1.23835 5.47105
H 0.78585 -2.55977 0.10111
H 2.43017 -2.62024 0.53876
H -0.07323 -0.72652 -2.20249
H -0.57443 1.69717 -1.12640
C -2.31588 0.78271 -1.64534
O -3.41279 0.82144 -2.21739
O -2.58130 -0.23459 -0.58062
H -1.73456 -0.57728 0.04983
H -2.41003 0.46136 -4.26590
H -1.10876 1.16027 -5.13571
*
```

Lowest unoccupied orbital energy: -0.0339 hartree
Gap between HOMO and LUMO: 7.70 eV
Molecular weight: 350.40 g mol⁻¹
Energy above the lowest of the compared OMol25 structures with the same formula, charge and spin: 342.1 kcal per mole


# 2
A single C12H15N5S molecule at a distorted geometry, computed with ωB97M-V/def2-TZVPD.

The geometry in ORCA input format:
```
! RIJCOSX wB97M-V def2-TZVPD def2/J DEFGRID3
* xyz 0 1
N -5.02189 -1.99383 -1.24098
C -3.87872 -1.79865 -1.08773
N -2.57018 -1.50905 -0.88583
N 3.33731 0.37368 2.29874
S -3.35504 1.08752 -0.79396
C -2.23178 -0.25551 -0.71057
C 4.59039 0.59363 2.76055
C 2.96440 1.00282 1.16031
C 5.47593 1.45707 2.12171
C 3.80172 1.93063 0.54506
C 5.05839 2.17727 1.04998
N -0.85318 -0.00645 -0.42583
N 1.73440 0.64798 0.64956
C -4.24418 0.83471 0.80361
C 0.08051 -1.12939 -0.09526
C -0.20659 1.27596 -0.75751
C 1.12044 -0.66967 0.95008
C 0.76081 1.71230 0.34767
H 4.87571 0.09516 3.67607
H 6.46422 1.69092 2.47765
H 3.46456 2.42135 -0.35361
H 5.81434 2.80695 0.56790
H -3.59886 1.00860 1.67825
H -4.55360 -0.18639 0.90525
H -5.09917 1.52165 0.85095
H -0.44735 -1.96112 0.30105
H 0.57458 -1.43852 -1.00851
H 0.36023 1.15080 -1.67218
H -0.93935 2.09034 -0.87509
H 1.86654 -1.41881 1.05343
H 0.61194 -0.65275 1.92199
H 0.23583 1.99320 1.25915
H 1.27049 2.61040 -0.00905
*
```

Lowest unoccupied orbital energy: 0.0072 hartree
Gap between HOMO and LUMO: 8.62 eV
Molecular weight: 261.35 g mol⁻¹
Energy above the lowest of the compared OMol25 structures with the same formula, charge and spin: 62.8 kcal per mole
SMILES string: CS/C(=N\C#N)N1CCN(c2ccccn2)CC1


# 3
3 unconnected molecules or ions with the total composition C5H9NO, computed with ωB97M-V/def2-TZVPD.

The geometry in ORCA input format:
```
! RIJCOSX wB97M-V def2-TZVPD def2/J DEFGRID3
* xyz 0 1
C -0.28136 -1.18142 -1.77022
N -0.19817 -0.66305 -0.55099
C -1.03811 -0.61700 0.49700
C -0.49928 0.66879 -0.04263
C 0.63945 1.45779 0.55156
O 0.63180 2.66697 0.46026
C 1.72016 0.70533 1.29566
H -2.16493 -1.08020 -1.48281
H -0.29279 -2.26449 -1.84602
H 0.12532 -0.60372 -2.59429
H -2.30114 -0.95929 -0.64806
H -0.95911 -1.10221 1.46119
H -1.18667 1.28125 -0.63402
H 2.54917 1.38395 1.50358
H 1.32029 0.33311 2.24635
H 2.07112 -0.16186 0.72788
*
```

Lowest unoccupied orbital energy: 0.0222 hartree
Gap between HOMO and LUMO: 9.00 eV
Molecular weight: 99.13 g mol⁻¹
Energy above the lowest of the compared OMol25 structures with the same formula, charge and spin: 136.2 kcal per mole


# 4
A molecular structure, C3H6NO3P at a distorted geometry, computed with ωB97M-V/def2-TZVPD.

The geometry in ORCA input format:
```
! RIJCOSX wB97M-V def2-TZVPD def2/J DEFGRID3
* xyz -2 1
C -0.29530 -0.01605 -0.01811
C -1.38057 0.74292 -0.56875
C 0.79243 -0.59619 -0.47624
N -0.85531 -0.12318 1.87094
O -0.26745 -0.68743 4.34130
O 0.82918 -2.08905 2.42407
O 1.69601 0.26497 3.05023
P 0.28195 -0.74388 2.94355
H -1.72403 0.16882 -1.33688
H -1.27554 1.82685 -0.86891
H -2.03452 0.55870 0.26941
H 1.16521 -0.77750 -1.48404
H 1.14685 -1.42824 0.22189
H 1.96004 -0.03941 2.17864
*
```

Lowest unoccupied orbital energy: 0.2436 hartree
Gap between HOMO and LUMO: 5.41 eV
Molecular weight: 135.06 g mol⁻¹
Energy above the lowest of the compared OMol25 structures with the same formula, charge and spin: 73.5 kcal per mole


# 5
A molecular structure, C5H7N at a distorted geometry, computed with ωB97M-V/def2-TZVPD.

The geometry in ORCA input format:
```
! RIJCOSX wB97M-V def2-TZVPD def2/J DEFGRID3
* xyz 0 1
C 0.82242 1.73469 0.36311
C 0.58002 0.28473 0.21296
C -0.99488 -1.39657 -0.01070
C -0.11878 -0.46339 -0.93566
C 0.42817 -0.68899 1.09847
N -0.08763 -1.79244 1.31266
H 0.03098 2.30775 -0.13533
H 0.82775 2.01606 1.42042
H 1.77904 2.02804 -0.07842
H -1.87264 -0.83673 0.32661
H -1.22106 -2.38319 -0.39355
H -0.72108 0.21262 -1.57149
H 0.54767 -1.02258 -1.60907
*
```

Lowest unoccupied orbital energy: 0.0038 hartree
Gap between HOMO and LUMO: 7.64 eV
Molecular weight: 81.12 g mol⁻¹
Energy above the lowest of the compared OMol25 structures with the same formula, charge and spin: 101.2 kcal per mole


# 6
A single C2H3FO2S molecule at a distorted geometry, computed with ωB97M-V/def2-TZVPD.

The geometry in ORCA input format:
```
! RIJCOSX wB97M-V def2-TZVPD def2/J DEFGRID3
* xyz 0 1
C 0.51777 -0.26286 0.25297
C -0.39552 0.66090 0.26901
O -1.02512 -0.54497 2.59777
O -0.76896 1.95274 2.48383
F -2.86436 0.82573 1.47869
S -1.11846 0.68069 1.91664
H 1.28932 -0.34206 -0.51057
H 0.42950 -1.01869 1.03809
H -0.67225 1.27141 -0.46659
*
```

Lowest unoccupied orbital energy: 0.0107 hartree
Gap between HOMO and LUMO: 12.10 eV
Molecular weight: 110.11 g mol⁻¹
Energy above the lowest of the compared OMol25 structures with the same formula, charge and spin: 41.0 kcal per mole
SMILES string: C=CS(=O)(=O)F


# 7
A molecular structure, C16H24N3ORhS2, computed with ωB97M-V/def2-TZVPD.

The geometry in ORCA input format:
```
! RIJCOSX wB97M-V def2-TZVPD def2/J DEFGRID3
* xyz 2 1
Rh 0.14600 1.41831 -0.00988
S -3.31543 -0.43453 -1.95811
C -2.09796 -0.30513 -3.14908
C -0.91501 0.19234 -2.66516
C -1.01188 0.47393 -1.28062
C -2.24901 0.16834 -0.76469
C -2.45280 0.43527 0.64298
C -3.57430 0.20756 1.42598
C -3.52155 0.49330 2.77945
C -2.35302 0.99936 3.34030
C -1.26952 1.22489 2.51816
N -1.32955 0.95070 1.20680
H -2.32396 -0.59337 -4.16350
H -0.04828 0.35838 -3.28729
H -4.47276 -0.18652 0.97113
H -4.39048 0.32001 3.39999
H -2.28158 1.22344 4.39406
H -0.33577 1.62652 2.88343
C 2.48728 4.87334 1.80228
C 1.20956 4.12759 1.51521
O 1.49899 2.75631 1.09480
H 2.25195 5.89201 2.10597
H 3.12362 4.91947 0.91980
H 3.03887 4.40874 2.62212
H 0.66183 4.57384 0.68529
H 0.55729 4.08668 2.38998
H 2.27954 2.44538 1.57238
C -0.40904 -2.39344 1.07554
N 0.16160 -2.36572 -0.26704
C -0.59704 -3.13909 -1.25378
C 1.19051 -1.61277 -0.62375
S 1.64309 -0.16874 0.30530
N 1.96155 -1.95000 -1.63939
C 2.14612 -3.35109 -2.03706
C 2.84687 -1.01083 -2.33323
H -0.61010 -3.43168 1.33691
H -1.35256 -1.84821 1.09450
H 0.28057 -1.97647 1.80215
H -1.65521 -2.96410 -1.05932
H -0.39601 -4.20677 -1.17360
H -0.36845 -2.78428 -2.25571
H 1.80286 -4.01422 -1.24764
H 3.21319 -3.50844 -2.18543
H 1.62654 -3.57733 -2.96743
H 2.45203 -0.00115 -2.28287
H 2.90246 -1.32027 -3.37513
H 3.84894 -1.03155 -1.90480
*
```

Lowest unoccupied orbital energy: -0.2957 hartree
Gap between HOMO and LUMO: 6.52 eV
Molecular weight: 441.43 g mol⁻¹
Energy above the lowest of the compared OMol25 structures with the same formula, charge and spin: 1.5 kcal per mole


# 8
A molecular structure, C4H14N3 at a distorted geometry, computed with ωB97M-V/def2-TZVPD.

The geometry in ORCA input format:
```
! RIJCOSX wB97M-V def2-TZVPD def2/J DEFGRID3
* xyz 1 1
C -1.91308 1.00668 -0.49663
C -1.47126 -1.07675 0.62560
C 0.27925 0.85413 0.49243
C 1.44497 -0.11947 0.25833
N 2.80406 0.40022 0.14919
N -0.82631 0.08701 -0.19648
N 1.16321 -0.96662 -1.01165
H -2.48627 0.59882 -1.37900
H -2.50279 1.12650 0.36401
H -1.52738 1.85808 -0.94019
H -0.83554 -1.68176 1.29903
H -2.33961 -0.59896 1.07381
H -1.94390 -1.72218 -0.09690
H 0.47165 1.71917 -0.14214
H 0.01190 1.00294 1.51638
H 1.40763 -0.81673 1.08702
H 3.03921 1.14071 0.75841
H 2.89738 0.73138 -0.84551
H 1.28273 -2.02130 -0.82216
H -0.06036 -0.39220 -0.96909
H 1.62603 -0.69979 -1.88892
*
```

Lowest unoccupied orbital energy: -0.1043 hartree
Gap between HOMO and LUMO: 10.92 eV
Molecular weight: 104.18 g mol⁻¹
Energy above the lowest of the compared OMol25 structures with the same formula, charge and spin: 57.4 kcal per mole


# 9
A molecular structure, C24H19N7O4V at a distorted geometry, computed with ωB97M-V/def2-TZVPD.

The geometry in ORCA input format:
```
! RIJCOSX wB97M-V def2-TZVPD def2/J DEFGRID3
* xyz 1 1
V -0.01542 -0.09721 0.38799
O 3.90426 0.76652 0.45502
C 2.71420 0.73684 0.22289
N 1.86328 -0.31997 0.23508
C 2.29953 -1.60139 0.52611
C 3.56745 -2.05834 0.88999
C 3.73796 -3.40255 1.16895
C 2.68013 -4.29973 1.07012
C 1.42408 -3.87615 0.66422
C 1.23321 -2.52707 0.39482
N 0.09717 -1.88882 -0.07829
C -0.76736 -2.48502 -0.94504
O -0.96808 -3.67145 -1.07444
C -1.42737 -1.44989 -1.80686
C -2.52528 -1.78834 -2.59022
C -3.06496 -0.81937 -3.42121
C -2.46144 0.42972 -3.44831
C -1.37684 0.67915 -2.61600
N -0.86696 -0.23431 -1.79547
C 1.92216 1.97449 -0.09168
C 2.52144 3.21522 -0.25231
C 1.70953 4.31320 -0.49091
C 0.33680 4.11715 -0.55496
C -0.17670 2.84184 -0.36665
N 0.60299 1.78849 -0.15176
H 4.39913 -1.37713 0.95771
H 4.71146 -3.76693 1.45876
H 2.84304 -5.34018 1.30602
H 0.60523 -4.56919 0.56042
H -2.93026 -2.78712 -2.51476
H -3.93222 -1.02472 -4.02980
H -2.82619 1.20955 -4.10032
H -0.90139 1.65241 -2.63543
H 3.59503 3.28391 -0.16923
H 2.13481 5.29606 -0.62488
H -0.33479 4.94125 -0.74052
H -1.24535 2.66544 -0.39168
O 0.24790 -0.35168 2.01937
N 0.77047 -0.64700 3.12616
C 1.30422 0.28233 3.87019
C 1.77731 -0.00818 5.16881
N 2.11964 -0.19654 6.24419
C 1.29071 1.59112 3.31186
N 1.11013 2.49422 2.62422
C -3.74342 -0.72945 0.73601
C -2.79791 0.37946 1.22592
C -3.43304 1.76463 1.03441
O -1.60151 0.25381 0.58215
H -4.65040 -0.74637 1.33408
H -3.24040 -1.69422 0.81285
H -4.00882 -0.54856 -0.30441
H -2.58829 0.23297 2.30669
H -3.63459 1.94055 -0.02254
H -2.77799 2.54186 1.42740
H -4.37188 1.79457 1.58057
*
```

Lowest unoccupied orbital energy (alpha / beta): -0.1884 / -0.1884 hartree
Gap between HOMO and LUMO (alpha / beta): 6.11 / 6.11 eV
Molecular weight: 520.41 g mol⁻¹


# 10
2 unconnected molecules or ions with the total composition C4H13N3O at a distorted geometry, computed with ωB97M-V/def2-TZVPD.

The geometry in ORCA input format:
```
! RIJCOSX wB97M-V def2-TZVPD def2/J DEFGRID3
* xyz -1 2
C 0.42785 -1.56700 -0.32661
C 0.03126 -0.30128 0.42012
C 0.83152 0.96976 0.09471
N 3.07816 0.08178 1.76826
C 3.18471 0.42515 0.53790
N 2.21004 0.76701 -0.32408
N -0.08488 -1.79538 -1.66310
H 1.51850 -1.62246 -0.31215
H 0.23369 -2.46534 0.26742
H 0.09980 -0.55754 1.48472
H -1.01199 -0.01450 0.24051
H 0.34862 1.32594 -0.82785
H 0.80678 1.74120 0.86271
H 2.11361 0.09784 2.09468
H 4.17964 0.25065 0.12529
H 2.48492 1.05419 -1.25217
H -1.09908 -1.78359 -1.67211
H 0.25079 -1.09124 -2.31409
H -6.52344 1.49671 0.11997
H -7.48188 0.98458 -0.99956
O -7.41932 1.17835 -0.06044
*
```

Lowest unoccupied orbital energy (alpha / beta): 0.1175 / 0.1326 hartree
Gap between HOMO and LUMO (alpha / beta): 2.30 / 9.40 eV
Molecular weight: 119.17 g mol⁻¹
Energy above the lowest of the compared OMol25 structures with the same formula, charge and spin: 9.6 kcal per mole


# 11
A molecular structure, C20H35Cl10Mg3O10 at a distorted geometry, computed with ωB97M-V/def2-TZVPD.

The geometry in ORCA input format:
```
! RIJCOSX wB97M-V def2-TZVPD def2/J DEFGRID3
* xyz 1 1
Mg -4.39884 2.74851 1.03765
Mg 4.28798 -0.71605 2.20215
Mg -0.36939 1.47489 4.02843
C 7.09680 2.09489 -1.66896
C 6.17649 1.33929 -0.72579
O 5.84984 0.16353 -0.79892
O 5.67994 1.88352 0.31993
H 6.76123 3.13181 -1.68578
H 7.08142 1.70558 -2.68694
H 8.11802 2.04532 -1.29113
C -5.76388 1.22657 7.04586
C -4.85472 1.40762 5.84914
O -5.27123 1.65010 4.66145
O -3.60926 1.20237 6.00028
H -5.49604 0.43806 7.74916
H -6.81510 1.04113 6.82532
H -5.93093 2.17572 7.55506
C -0.64148 7.57082 2.48789
C -1.04227 6.13553 2.38563
O -2.13879 5.85383 1.86215
O -0.38884 5.28647 2.98599
H 0.44751 7.60171 2.52354
H -1.06445 8.16540 3.29763
H -0.90312 8.03045 1.53478
C 3.86581 0.28876 8.43331
C 3.47855 0.50296 6.90395
O 4.11068 -0.09193 6.00203
O 2.41806 1.10721 6.63520
H 3.98897 -0.78960 8.53353
H 3.19261 0.78459 9.13264
H 4.84631 0.75462 8.53174
C -0.09202 -1.04217 -0.95531
C -0.14378 -0.28930 0.36640
O 0.78307 -0.29792 1.14626
O -1.16471 0.25857 0.71644
H -0.99448 -0.90344 -1.55063
H -0.05796 -2.11338 -0.75663
H 0.83361 -0.93247 -1.52037
Cl -5.06135 -4.55548 -2.00529
C -6.35910 -3.83674 -1.07622
C -7.75507 -4.19777 -1.63952
Cl -8.19646 -5.90993 -1.09532
H -6.11607 -2.77673 -1.14984
H -6.15304 -4.17827 -0.06183
H -7.86409 -4.18589 -2.72399
H -8.46412 -3.54287 -1.13310
Cl 1.50328 6.68828 -2.77403
C 2.10341 5.05888 -2.40325
C 1.52755 4.06176 -3.38445
Cl -0.25245 3.89429 -3.24345
H 1.81775 4.84789 -1.37272
H 3.18943 5.09458 -2.48910
H 1.96939 3.08484 -3.18819
H 1.72153 4.33458 -4.42176
Cl 2.82536 -1.87853 -6.23846
C 4.31432 -2.69057 -5.64371
C 4.24071 -4.20556 -5.58403
Cl 3.45976 -4.65893 -4.00327
H 4.62497 -2.20891 -4.71658
H 5.04961 -2.41250 -6.39879
H 5.23136 -4.64464 -5.70198
H 3.66003 -4.62753 -6.40431
Cl 2.99639 -4.76173 2.65535
C 1.81990 -6.07420 2.57285
C 0.81764 -5.91714 3.71140
Cl -0.40727 -4.65642 3.35463
H 2.24862 -7.07321 2.49372
H 1.36023 -5.82599 1.61620
H 1.35480 -5.68484 4.63095
H 0.22745 -6.82410 3.84254
Cl -3.83656 1.72543 -8.50189
C -3.14418 0.18692 -7.91046
C -3.99530 -0.41144 -6.77682
Cl -5.59070 -0.89046 -7.32502
H -2.10737 0.23840 -7.57808
H -3.12192 -0.51905 -8.74063
H -4.12713 0.26167 -5.92968
H -3.38692 -1.22165 -6.37490
*
```

Lowest unoccupied orbital energy: -0.2946 hartree
Gap between HOMO and LUMO: 2.80 eV
Molecular weight: 862.94 g mol⁻¹


# 12
A molecular structure, C3H5N2O2 at a distorted geometry, computed with ωB97M-V/def2-TZVPD.

The geometry in ORCA input format:
```
! RIJCOSX wB97M-V def2-TZVPD def2/J DEFGRID3
* xyz 1 1
C 1.98634 0.70098 0.70810
C 1.95324 0.82312 -0.86462
C -1.21862 -0.14106 -0.12942
N -0.70168 0.78243 -0.65738
N 1.71522 0.70425 1.81415
O 2.66412 0.17247 -1.48243
O -1.17110 -1.16299 0.40251
H 1.42782 1.80202 -1.18543
H 0.28589 2.75733 1.96317
H 0.06495 2.02333 2.22666
H -0.86666 1.36964 -1.42197
H 1.45830 0.80077 2.76214
*
```

Lowest unoccupied orbital energy: -0.2272 hartree
Gap between HOMO and LUMO: 9.18 eV
Molecular weight: 101.08 g mol⁻¹
Energy above the lowest of the compared OMol25 structures with the same formula, charge and spin: 98.9 kcal per mole